The following is a DFT calculation (wB97M-V/def2-TZVPD) of a molecular structure, C67H75N5O2P2SiW at a distorted geometry.

The geometry in XYZ format:
```
153
Properties=species:S:1:pos:R:3:lowdin_charge:R:1
W -0.0880 0.5216 -0.3794 1.385
C 0.4755 -3.0924 5.7532 -0.054
C -0.8975 -2.5010 5.4069 -0.547
C -1.9673 -3.4691 5.9156 -0.050
C -1.0611 -1.1521 6.1290 -0.026
C -1.0188 -2.2448 3.9022 -0.149
C 0.0161 -1.6533 3.1996 -0.024
C -0.1618 -1.3487 1.8689 -0.170
N 1.0107 0.6466 1.3719 0.008
C 1.9882 1.4130 0.6419 -0.255
C 3.3747 1.3109 0.7198 0.008
C 4.1841 2.2736 0.1574 -0.132
C 3.5527 3.4169 -0.3450 0.039
C 2.1847 3.6347 -0.3737 -0.066
C 1.3725 2.5601 0.0445 -0.282
O 0.0237 2.5102 0.0276 -0.310
C 1.7461 5.0772 -0.6943 -0.512
C 0.2382 5.2845 -0.7848 -0.054
C 2.2571 5.9593 0.4628 -0.031
C 2.3996 5.5495 -2.0131 -0.031
C 5.7099 2.1130 0.1182 -0.543
C 6.0646 1.0995 -0.9819 -0.030
C 6.2421 1.6254 1.4728 -0.039
C 6.4187 3.4270 -0.2240 -0.054
C -1.3906 -1.4721 1.2148 -0.271
O -1.4597 -0.9436 -0.0237 -0.361
C -2.4533 -2.1066 1.8738 -0.060
C -2.1997 -2.4846 3.1953 0.045
C -3.8860 -2.3320 1.3283 -0.359
C -4.3617 -3.7293 1.7996 -0.041
C -3.9610 -2.4046 -0.2078 -0.021
C -5.6955 -0.3775 0.9249 -0.125
H 0.5650 -3.2095 6.8361 0.097
H 1.3023 -2.4508 5.4301 0.074
H 0.5870 -4.0898 5.3060 0.078
H -1.7446 -3.7389 6.9512 0.095
H -1.9954 -4.3909 5.3260 0.095
H -2.9653 -3.0210 5.9104 0.090
H -1.0471 -1.2934 7.2144 0.096
H -2.0133 -0.6856 5.8566 0.088
H -0.2558 -0.4590 5.8636 0.090
H 0.9402 -1.3557 3.6918 0.134
H 3.8030 0.5014 1.3000 0.106
H 4.1766 4.2311 -0.6941 0.103
H -0.2681 5.0339 0.1481 0.087
H -0.2052 4.6866 -1.5717 0.048
H 0.0424 6.3364 -1.0068 0.100
H 1.7842 5.6758 1.4085 0.097
H 2.0137 7.0068 0.2595 0.098
H 3.3409 5.8808 0.5851 0.082
H 2.4345 4.7540 -2.7599 0.069
H 3.4196 5.9117 -1.8556 0.085
H 1.8256 6.3791 -2.4340 0.093
H 5.6550 0.1067 -0.7736 0.059
H 7.1513 1.0026 -1.0732 0.096
H 5.6717 1.4271 -1.9495 0.097
H 5.7927 0.6754 1.7854 0.062
H 6.0408 2.3614 2.2560 0.100
H 7.3243 1.4752 1.4171 0.094
H 6.1739 3.7725 -1.2323 0.090
H 7.4991 3.2705 -0.1860 0.094
H 6.1736 4.2199 0.4890 0.098
H -3.0170 -2.9352 3.7422 0.105
H -3.6058 -4.4915 1.5851 0.087
H -5.2743 -3.9925 1.2577 0.100
H -4.6014 -3.7691 2.8656 0.084
H -3.4768 -3.3216 -0.5509 0.069
H -3.4862 -1.5788 -0.7182 0.063
H -5.0078 -2.4602 -0.5201 0.099
H -6.3504 0.2553 1.5212 0.122
H -6.3584 -0.9951 0.3153 0.115
H -5.4444 1.4166 -0.2259 0.128
C 0.5788 2.6709 -3.5963 -0.171
Si -0.0303 1.0634 -2.8848 0.561
C -1.8194 0.9090 -3.4808 -0.291
C -2.1290 0.7519 -4.8360 -0.076
C -3.4311 0.8634 -5.2890 -0.049
C -4.4559 1.1728 -4.3962 -0.046
C -4.1746 1.3384 -3.0524 -0.078
C -2.8650 1.1624 -2.5848 -0.366
P -2.3484 1.5669 -0.8899 1.073
C -3.4885 0.9391 0.4008 -0.310
C -4.8685 0.5052 -0.0254 -0.167
C -4.9396 -1.2711 1.9340 -0.206
C -4.4548 -0.3862 3.0633 -0.051
C -3.6454 0.6574 2.9125 -0.057
C -3.0073 1.0436 1.6440 -0.114
C -2.6457 3.3752 -0.8426 -0.307
C -2.9077 4.0486 0.3511 -0.077
C -3.2066 5.4040 0.3430 -0.061
C -3.2507 6.1030 -0.8554 -0.061
C -2.9794 5.4446 -2.0465 -0.062
C -2.6739 4.0914 -2.0406 -0.096
C 0.9339 -0.2364 -3.8689 -0.285
C 1.3723 -0.0270 -5.1852 -0.078
C 2.0487 -1.0188 -5.8768 -0.046
C 2.3170 -2.2457 -5.2710 -0.051
C 1.8933 -2.4772 -3.9743 -0.062
C 1.2120 -1.4699 -3.2834 -0.378
P 0.5331 -1.6808 -1.6339 1.101
C -0.6173 -3.0794 -1.7651 -0.318
C -1.3174 -3.2766 -2.9514 -0.055
C -2.1610 -4.3735 -3.0888 -0.049
C -2.2980 -5.2829 -2.0505 -0.062
C -1.6111 -5.0845 -0.8578 -0.074
C -0.7874 -3.9776 -0.7091 -0.113
C 1.9097 -2.4164 -0.6521 -0.327
C 2.9776 -1.3834 -0.4362 -0.093
C 4.0890 -2.0268 0.4101 -0.147
C 4.5807 -3.3250 -0.1438 -0.001
C 3.6477 -4.1985 -0.6649 -0.058
C 2.3206 -3.8247 -0.8155 -0.011
H 0.2731 2.7004 -4.6487 0.046
H 1.6703 2.7534 -3.5466 0.041
H 0.1453 3.5452 -3.1037 0.016
H -1.3370 0.5406 -5.5510 0.102
H -3.6521 0.7351 -6.3440 0.116
H -5.4708 1.3027 -4.7532 0.117
H -4.9699 1.6295 -2.3803 0.104
H -4.7815 -0.0005 -0.9809 0.076
H -5.7244 -1.8922 2.3681 0.130
H -4.8275 -0.6034 4.0622 0.120
H -3.3495 1.2274 3.7890 0.112
H -2.0122 1.4613 1.7642 0.097
H -2.8884 3.5234 1.2938 0.097
H -3.4161 5.9129 1.2780 0.115
H -3.5013 7.1581 -0.8618 0.115
H -3.0071 5.9829 -2.9869 0.116
H -2.4663 3.5964 -2.9826 0.107
H 1.1911 0.9249 -5.6774 0.103
H 2.3730 -0.8404 -6.8965 0.117
H 2.8522 -3.0157 -5.8136 0.115
H 2.0939 -3.4343 -3.5047 0.107
H -1.1992 -2.5799 -3.7741 0.114
H -2.7011 -4.5234 -4.0161 0.117
H -2.9421 -6.1469 -2.1680 0.118
H -1.7208 -5.7914 -0.0427 0.115
H -0.2603 -3.8317 0.2259 0.103
H 3.1153 -0.5312 -1.0780 0.148
H 4.8785 -1.3461 0.7057 0.123
H 5.6358 -3.5753 -0.1013 0.118
H 3.9503 -5.1950 -0.9707 0.124
H 1.5916 -4.5418 -1.1718 0.108
N 1.8473 -3.6783 2.8175 0.254
C 2.9981 -3.1818 2.4028 -0.377
N 4.1360 -3.6732 2.8894 0.244
N 3.0505 -2.1518 1.5348 0.137
C 2.0078 -1.6070 0.6717 -0.280
N 0.9031 -0.7652 1.0634 -0.134
H 1.8277 -4.3193 3.5932 0.122
H 0.9763 -3.2240 2.5840 0.081
H 4.1301 -4.4682 3.5025 0.139
H 5.0228 -3.3792 2.5271 0.126
```

Molecular weight (u): 1256.24
HOMO level (spin up / spin down) (eV): -11.649 / -12.336
<S²>: 2.0357
Net charge: +2
Energy above the lowest of the compared OMol25 structures with the same formula, charge and spin (kcal per mole): 19.1
Multiplicity: 3
LUMO level (spin up / spin down) (eV): -4.7091 / -6.1235
HOMO-LUMO gap (spin up / spin down) (eV): 6.940 / 6.212
Total energy (eV): -110508.775